DFT (ωB97M-V with the def2-TZVPD basis set) results for a cluster of 4 separate species, C2H11NO3 in total at a distorted geometry.

For the HOMO-LUMO gap, the calculation gives 0.3349 hartree.

Each line ends with the Mulliken charge.
Cartesian coordinates (Å):
C 1.983 -0.542 -1.180  -1.029
C 1.552 -1.705 -0.509  0.085
N 0.409 -2.416 -0.711  -0.498
H 1.559 -0.256 -2.158  0.269
H 2.892 0.013 -0.892  0.408
H 1.962 -1.884 0.450  0.325
H -0.460 -1.893 -0.572  0.242
H 0.419 -3.518 -0.516  0.238
H 1.766 2.049 1.250  0.328
H 1.143 1.699 -0.044  0.345
O 0.975 2.305 0.709  -0.685
H -1.357 1.859 1.253  0.360
H -2.213 2.216 2.441  0.314
O -2.256 1.850 1.510  -0.671
H -2.297 0.240 0.253  0.340
H -2.118 -0.088 -1.283  0.314
O -1.889 -0.411 -0.353  -0.686



DFT (ωB97M-V with the def2-TZVPD basis set) results for the molecule C3H7FN2O at a distorted geometry.

For the HOMO-LUMO gap, the calculation gives 0.3608 hartree.

Each line ends with the Mulliken charge.
Cartesian coordinates (Å):
C 0.404 0.993 -0.619  -0.380
C -0.169 -0.238 -0.012  0.574
C -1.540 -0.413 0.525  -0.347
H 0.703 1.879 1.389  0.265
H 1.912 0.889 0.720  0.326
H -0.505 1.666 -1.020  0.234
H 0.964 0.867 -1.579  0.268
H -1.933 0.000 1.477  0.201
H -1.642 -1.439 0.664  0.312
H 2.300 -1.728 -0.345  0.393
N 1.191 1.574 0.477  -0.622
N 0.682 -1.245 0.176  -0.517
O 1.957 -0.876 -0.232  -0.409
F -2.526 0.058 -0.376  -0.298



DFT (ωB97M-V with the def2-TZVPD basis set) results for a cluster of 2 separate species, C5H10NP in total at a distorted geometry.

For the HOMO-LUMO gap, the calculation gives 0.3506 hartree.

Each line ends with the Mulliken charge.
Cartesian coordinates (Å):
C -1.837 -0.808 0.570  -0.633
C -2.539 0.562 0.542  -0.479
C 1.883 -0.766 -0.693  -0.465
C 2.754 0.008 0.188  -0.346
C -1.277 0.372 -0.183  0.006
N 1.351 0.004 0.409  -0.051
P 0.227 1.240 0.366  -0.226
H -1.512 -1.214 1.516  0.221
H -2.300 -1.704 0.052  0.208
H -3.488 0.726 -0.051  0.232
H -2.341 1.168 1.505  0.247
H 1.769 -0.366 -1.649  0.279
H 1.780 -1.866 -0.692  0.204
H 3.365 -0.392 0.955  0.229
H 3.362 0.765 -0.290  0.233
H -1.415 0.115 -1.250  0.350
H 0.219 2.156 -1.292  -0.008



DFT (ωB97M-V with the def2-TZVPD basis set) results for a structure of composition C8H28P2SZr at a distorted geometry.

For the HOMO-LUMO gap, the calculation gives 0.2735 hartree. As for the total charge: +2.

Each line ends with the Mulliken charge.
Cartesian coordinates (Å):
Zr -0.277 -0.116 -0.364  -1.180
H -1.208 0.815 1.140  0.192
H -0.831 1.472 0.694  0.310
P -1.650 -2.002 0.700  0.909
P 0.498 1.758 -1.912  1.061
C 2.307 1.946 -1.873  -1.178
H 2.635 2.636 -2.657  0.448
H 2.633 2.312 -0.887  0.258
H 2.773 0.963 -2.030  0.398
C 0.101 1.227 -3.608  -1.140
H -0.987 1.123 -3.704  0.370
H 0.477 1.940 -4.350  0.414
H 0.546 0.237 -3.775  0.360
C -0.197 3.420 -1.728  -1.209
H 0.082 3.808 -0.740  0.387
H 0.172 4.098 -2.513  0.417
H -1.292 3.360 -1.775  0.365
C -2.172 -3.104 -0.659  -1.053
H -2.728 -3.976 -0.301  0.412
H -2.797 -2.533 -1.358  0.357
H -1.280 -3.431 -1.207  0.376
C -0.676 -3.069 1.808  -1.129
H -0.358 -2.507 2.698  0.318
H -1.245 -3.955 2.117  0.414
H 0.233 -3.388 1.278  0.368
C -3.183 -1.630 1.600  -1.168
H -3.832 -1.021 0.958  0.362
H -3.723 -2.540 1.900  0.414
H -2.943 -1.040 2.494  0.375
H -1.871 0.237 -1.125  0.064
H 0.294 -1.284 -1.577  0.053
C 3.468 0.909 1.749  -1.091
S 1.796 0.380 1.218  0.413
C 1.066 0.028 2.813  -0.949
H 4.051 1.215 0.881  0.352
H 3.972 0.085 2.224  0.424
H 3.396 1.747 2.433  0.387
H 1.540 -0.864 3.240  0.380
H 1.223 0.893 3.470  0.433
H -0.011 -0.148 2.727  0.307



DFT (ωB97M-V with the def2-TZVPD basis set) results for the molecule C4H6O at a distorted geometry.

For the HOMO-LUMO gap, the calculation gives 0.3883 hartree.

Each line ends with the Mulliken charge.
Cartesian coordinates (Å):
O -2.173 -0.117 -0.713  -0.565
C -1.116 0.016 -0.151  0.521
C -0.053 1.113 -0.094  -0.498
C 1.000 -0.014 0.145  -0.356
C -0.147 -1.083 0.205  -0.620
H 0.039 1.707 -1.008  0.275
H -0.188 1.787 0.758  0.229
H 1.547 0.121 1.088  0.228
H 1.741 -0.128 -0.654  0.263
H -0.222 -1.718 1.091  0.307
H -0.428 -1.684 -0.666  0.218



DFT (ωB97M-V with the def2-TZVPD basis set) results for the ion C4H10NO2 with charge +1 at a distorted geometry.

For the HOMO-LUMO gap, the calculation gives 0.3652 hartree. As for the total charge: +1.

Each line ends with the Mulliken charge.
Cartesian coordinates (Å):
O 0.308 -1.272 -1.818  -0.394
C 0.950 -0.438 -1.143  -0.173
C 0.269 0.485 -0.179  0.293
C -1.033 -0.059 0.360  -0.602
C -0.827 -1.122 1.367  -0.411
O 0.260 -2.006 0.748  -0.470
N 0.431 1.943 -1.036  -0.397
H 2.106 -0.486 -1.167  0.324
H 0.852 0.751 0.808  0.227
H -1.737 -0.538 -0.293  0.290
H -1.640 0.917 0.635  0.281
H -1.739 -1.787 1.349  0.276
H -0.524 -0.762 2.394  0.354
H 0.662 -2.482 1.450  0.286
H -0.309 2.602 -0.831  0.344
H 1.268 2.486 -0.649  0.399
H 0.703 1.765 -1.995  0.373



DFT (ωB97M-V with the def2-TZVPD basis set) results for a structure of composition C10H30AgF3O10V at a distorted geometry.

As for the spin multiplicity: 2. For the HOMO-LUMO gap, the calculation gives 0.0726 hartree. As for the total charge: +2. As for the expectation value of S²: 0.754.

Each line ends with the Mulliken spin population.
Cartesian coordinates (Å):
O 1.563 6.708 2.340  0.000
V 2.749 5.659 2.356  -0.002
O 3.815 6.053 1.181  0.001
Ag 5.546 1.087 5.303  0.000
C 1.184 1.351 0.251  -0.051
O 0.731 2.612 -0.221  0.002
O 2.034 1.769 1.351  0.934
C -0.001 0.382 0.517  0.046
F -0.926 0.198 -0.415  0.003
F 0.433 -0.850 0.731  0.001
F -0.675 0.748 1.628  0.002
C 0.051 2.700 -1.491  0.004
C -0.238 4.181 -1.776  0.000
H -0.539 4.280 -2.819  0.000
H -1.053 4.560 -1.159  0.000
H 0.691 4.719 -1.590  0.000
H -0.884 2.138 -1.490  0.000
H 0.702 2.376 -2.302  -0.002
H 1.700 0.892 -0.593  0.061
C 2.805 -8.479 0.733  0.000
O 2.803 -7.200 1.378  0.000
H 1.745 -8.733 0.777  0.000
H 3.077 -8.516 -0.321  0.000
H 3.265 -9.274 1.320  0.000
H 2.015 -6.732 1.093  0.000
C 6.294 -3.884 5.034  0.000
O 5.290 -2.944 4.905  0.000
H 6.433 -4.433 4.102  0.000
H 7.313 -3.581 5.274  0.000
H 5.855 -4.633 5.693  0.000
H 4.592 -3.461 4.495  0.000
C -5.300 -1.268 -4.765  0.000
O -6.629 -1.691 -4.917  0.000
H -4.562 -1.699 -5.441  0.000
H -5.334 -0.193 -4.943  0.000
H -4.906 -1.498 -3.775  0.000
H -6.972 -1.248 -5.696  0.000
C -4.109 -1.361 8.474  0.000
O -3.895 -2.043 7.244  0.000
H -5.125 -1.602 8.786  0.000
H -3.391 -1.530 9.277  0.000
H -4.120 -0.285 8.300  0.000
H -2.943 -2.038 7.125  0.000
C -1.871 11.059 -5.380  0.000
O -1.679 11.713 -6.628  0.000
H -1.930 9.978 -5.506  0.000
H -1.151 11.225 -4.578  0.000
H -2.874 11.286 -5.019  0.000
H -2.013 11.147 -7.328  0.000
C 0.291 -5.216 -3.765  0.000
O -0.300 -3.869 -3.652  0.000
H -0.083 -5.819 -2.938  0.000
H 0.028 -5.631 -4.738  0.000
H 1.357 -5.294 -3.552  0.000
H -0.859 -3.818 -2.873  0.000



DFT (ωB97M-V with the def2-TZVPD basis set) results for a structure of composition C64H126AgN5O14 at a distorted geometry.

As for the spin multiplicity: 3. For the HOMO-LUMO gap (spin up / spin down), the calculation gives 0.2454 / 0.1774 hartree. As for the expectation value of S²: 2.006.

Each line ends with the Mulliken spin population.
Cartesian coordinates (Å):
Ag 2.458 0.809 3.770  1.229
C 0.594 -1.532 0.318  0.097
C 0.465 -0.166 0.931  -0.022
C -0.998 0.183 1.332  0.037
O 1.388 0.019 1.970  0.639
H 0.324 -2.301 1.042  -0.017
H 1.625 -1.756 0.042  -0.007
H -0.177 -1.658 -0.441  -0.033
H 0.642 0.573 0.150  0.017
H -1.090 1.209 1.687  0.022
H -1.324 -0.401 2.193  0.009
H -1.799 0.082 0.599  -0.004
C 1.362 2.065 -2.616  0.001
C 1.875 3.206 -3.563  0.000
C 0.690 3.384 -4.535  0.000
C 0.652 4.726 -5.292  0.000
C 0.778 5.886 -4.312  0.000
C 2.055 5.779 -3.445  0.000
N 2.304 4.475 -2.843  0.000
O 3.378 4.299 -2.017  0.000
C 3.195 6.233 -4.351  0.000
C 1.850 6.861 -2.332  0.000
C 3.080 2.555 -4.256  0.000
H 0.792 2.544 -1.820  0.000
H 2.057 1.455 -2.039  0.001
H 0.752 1.295 -3.088  0.000
H 0.731 2.531 -5.214  0.000
H -0.299 3.429 -4.079  0.000
H -0.327 4.917 -5.730  0.000
H 1.393 4.701 -6.091  0.000
H -0.115 6.091 -3.722  0.000
H 0.864 6.713 -5.017  0.000
H 3.147 5.581 -5.224  0.000
H 3.117 7.282 -4.638  0.000
H 4.148 6.101 -3.840  0.000
H 1.808 7.854 -2.779  0.000
H 0.929 6.803 -1.752  0.000
H 2.687 6.864 -1.634  0.000
H 3.547 3.209 -4.992  0.000
H 2.817 1.671 -4.836  0.000
H 3.845 2.301 -3.522  0.000
H 3.094 4.614 -1.156  0.000
C 3.118 -3.006 2.771  -0.101
C 4.303 -3.889 3.220  -0.034
C 4.237 -5.247 2.454  0.004
C 4.564 -5.281 0.997  -0.003
C 6.070 -4.717 0.963  0.002
C 6.251 -3.361 1.645  -0.008
N 5.603 -3.396 2.960  0.001
O 5.880 -2.259 3.736  -0.001
C 7.769 -3.336 1.981  0.000
C 5.829 -2.177 0.740  0.002
C 4.171 -4.318 4.673  0.005
H 2.741 -3.047 1.749  -0.003
H 3.187 -1.920 2.844  0.143
H 2.323 -3.262 3.471  -0.039
H 4.774 -6.035 2.982  0.000
H 3.209 -5.598 2.540  0.000
H 3.955 -4.573 0.435  0.003
H 4.553 -6.240 0.480  0.000
H 6.287 -4.797 -0.102  0.000
H 6.793 -5.410 1.394  0.000
H 7.967 -4.062 2.769  0.000
H 8.294 -3.535 1.047  0.000
H 8.055 -2.374 2.408  0.000
H 6.040 -1.199 1.174  0.004
H 6.403 -2.313 -0.177  0.001
H 4.763 -2.310 0.558  -0.003
H 3.833 -3.515 5.327  0.002
H 5.015 -4.736 5.223  0.001
H 3.388 -5.053 4.856  0.001
H 5.353 -1.554 3.354  0.012
C -4.632 2.706 4.611  0.000
C -4.243 4.148 4.291  0.002
C -5.005 4.949 5.416  0.000
C -4.667 6.435 5.404  0.000
C -3.174 6.551 5.601  0.000
C -2.233 5.767 4.582  0.003
N -2.774 4.372 4.397  0.006
O -2.068 3.596 3.488  0.013
C -2.174 6.603 3.297  0.000
C -0.878 5.659 5.233  -0.025
C -4.743 4.558 2.905  0.000
H -3.989 2.144 3.934  0.000
H -5.671 2.404 4.480  0.000
H -4.367 2.372 5.614  0.000
H -6.092 4.954 5.332  0.000
H -4.806 4.442 6.361  0.000
H -5.167 6.936 6.233  0.000
H -5.038 6.869 4.476  0.000
H -2.873 6.179 6.580  0.000
H -2.974 7.620 5.676  0.000
H -1.539 7.480 3.429  0.000
H -1.744 6.059 2.457  0.000
H -3.124 6.927 2.873  0.000
H -0.189 4.947 4.777  0.029
H -0.505 6.667 5.410  0.000
H -1.032 5.155 6.187  -0.001
H -4.839 3.719 2.215  0.000
H -4.185 5.300 2.335  0.000
H -5.774 4.886 3.031  0.000
H -1.811 2.811 3.977  0.003
C -1.493 -0.673 -2.734  0.003
C -1.966 -0.605 -4.234  -0.001
C -2.507 -2.000 -4.568  0.000
C -3.959 -2.330 -4.026  0.000
C -4.956 -1.186 -4.258  0.000
C -4.415 0.260 -3.900  0.000
N -3.075 0.422 -4.477  0.000
O -2.504 1.765 -4.355  0.000
C -5.377 1.286 -4.608  0.000
C -4.417 0.530 -2.403  -0.001
C -0.740 -0.340 -5.153  0.000
H -2.081 -1.292 -2.057  0.000
H -1.564 0.352 -2.370  -0.001
H -0.461 -1.021 -2.687  0.000
H -2.544 -2.157 -5.646  0.000
H -1.922 -2.793 -4.102  0.000
H -3.959 -2.512 -2.952  0.000
H -4.247 -3.327 -4.360  0.000
H -5.848 -1.506 -3.719  0.000
H -5.254 -1.020 -5.293  0.000
H -5.050 2.263 -4.253  0.000
H -5.177 1.374 -5.676  0.000
H -6.460 1.195 -4.529  0.000
H -3.869 1.354 -1.946  0.001
H -5.415 0.780 -2.042  0.000
H -4.375 -0.352 -1.764  0.000
H -0.943 -0.194 -6.214  0.000
H 0.051 -1.090 -5.130  0.000
H -0.317 0.634 -4.905  0.000
H -2.702 2.160 -5.207  0.000
C -3.068 -5.930 -0.945  0.000
C -1.549 -5.915 -0.742  -0.001
C -1.275 -5.290 0.660  0.001
C 0.130 -5.297 1.180  0.000
C 0.642 -6.755 1.083  0.000
C 0.287 -7.540 -0.206  0.000
N -1.106 -7.289 -0.728  0.000
O -1.374 -8.038 -1.799  0.000
C 1.417 -7.298 -1.263  0.000
C 0.474 -9.026 0.130  0.000
C -0.921 -4.973 -1.841  -0.002
H -3.595 -6.456 -0.150  0.000
H -3.276 -6.426 -1.893  0.000
H -3.583 -4.978 -1.076  0.000
H -1.663 -4.272 0.710  -0.002
H -1.921 -5.796 1.377  0.000
H 0.105 -4.895 2.192  0.002
H 0.775 -4.653 0.581  0.000
H 0.396 -7.320 1.982  0.000
H 1.723 -6.637 1.152  0.000
H 2.434 -7.483 -0.916  0.000
H 1.230 -7.978 -2.095  0.000
H 1.349 -6.311 -1.719  0.000
H 1.495 -9.212 0.464  0.000
H -0.143 -9.272 0.995  0.000
H 0.189 -9.735 -0.647  0.000
H -1.604 -4.176 -2.133  -0.001
H -0.757 -5.579 -2.732  0.000
H 0.083 -4.717 -1.504  0.002
H -2.110 -8.570 -1.489  0.000
O -4.455 6.030 -2.021  0.000
C -3.768 5.194 -1.449  0.000
O -4.114 4.388 -0.362  0.000
C -2.961 3.925 0.264  0.001
C -1.963 3.777 -0.884  -0.003
C -2.278 4.957 -1.830  0.000
H -3.139 2.951 0.721  0.000
H -2.632 4.588 1.064  0.000
H -1.958 2.782 -1.329  0.000
H -0.926 3.983 -0.617  0.000
H -2.128 4.842 -2.903  0.000
H -1.671 5.801 -1.503  0.000
O -3.182 -2.073 6.544  0.000
C -2.650 -2.565 5.557  0.000
O -2.255 -3.832 5.521  0.000
C -1.662 -4.211 4.345  0.000
C -1.932 -2.984 3.449  -0.002
C -2.373 -1.812 4.270  -0.016
H -2.252 -5.034 3.941  0.000
H -0.620 -4.520 4.427  -0.001
H -2.668 -3.310 2.713  0.000
H -1.047 -2.824 2.834  -0.001
H -3.144 -1.271 3.721  0.002
H -1.539 -1.110 4.271  0.025
O 5.114 -4.963 -3.638  0.000
C 4.288 -4.082 -3.355  0.000
O 4.581 -2.801 -3.445  0.000
C 3.488 -1.974 -3.031  0.000
C 2.285 -2.902 -3.167  -0.004
C 2.870 -4.300 -2.875  0.000
H 3.327 -1.090 -3.647  0.000
H 3.507 -1.593 -2.010  0.000
H 1.826 -2.776 -4.148  0.000
H 1.571 -2.791 -2.350  0.003
H 2.478 -5.074 -3.536  0.000
H 2.786 -4.758 -1.890  0.000
O 4.048 6.180 2.108  0.000
C 3.018 5.497 1.902  0.009
O 3.009 4.559 0.875  0.010
C 1.784 3.847 0.887  -0.080
C 0.872 4.613 1.876  -0.099
C 1.720 5.656 2.643  0.003
H 1.793 2.782 1.120  0.063
H 1.380 4.048 -0.105  0.021
H 0.423 3.838 2.497  0.096
H 0.027 5.048 1.341  -0.005
H 1.965 5.414 3.677  -0.005
H 1.190 6.602 2.531  -0.001